1.
Formula: C17H30O14
Source: the Open Molecules 2025 dataset
Level of theory: wB97M-V/def2-TZVPD

Values from the calculation:
- SMILES string: C[C@H]1COC(=O)O1.C[C@H]1COC(=O)O1.C[C@H]1COC(=O)O1.C[C@H]1COC(=O)O1.CO.O
- ΔE to the lowest compared entry with this formula, charge and spin: 60.54 kcal/mol
- F_max: 0.12747 Eh/bohr
- Energy: -46778.61517 eV

Element x y z (Å)
O1 1.730 1.138 1.699
O2 -1.060 5.831 -2.238
O3 2.176 2.986 0.622
O4 -3.012 -2.965 -5.166
O5 -2.247 -1.848 -3.366
O6 -0.465 -2.672 1.707
O7 -1.910 -3.844 2.996
O8 4.494 -2.345 0.187
O9 -1.921 -3.992 -3.415
O10 -2.719 -2.043 2.057
O11 0.479 4.223 -1.970
O12 3.914 1.654 0.852
O13 1.153 6.420 -2.321
O14 0.165 -0.376 -0.196
C1 4.442 2.798 0.196
C2 -1.307 -3.599 -2.264
C3 -0.790 3.634 -1.955
C4 2.569 1.851 1.156
C5 -3.726 -2.479 2.899
C6 3.229 3.758 0.128
C7 -2.452 -2.909 -4.039
C8 3.156 -2.469 0.216
C9 -0.782 2.840 -0.607
C10 0.273 5.551 -2.327
C11 0.268 -3.795 -2.390
C12 -3.435 -4.082 4.938
C13 -3.229 -3.848 3.379
C14 3.328 4.998 0.968
C15 -1.545 -2.794 2.271
C16 -1.765 -2.081 -2.091
C17 -1.854 4.659 -2.026
H1 -2.499 4.664 -1.147
H2 0.708 -3.334 -1.505
H3 -4.167 -3.410 5.385
H4 -0.647 3.529 0.227
H5 0.010 -1.099 0.412
H6 4.843 -1.752 0.857
H7 -0.830 -1.538 -1.954
H8 4.215 5.559 0.671
H9 2.836 -3.511 0.202
H10 0.580 -4.836 -2.299
H11 -3.745 -5.112 5.120
H12 -2.557 4.490 -2.842
H13 5.323 3.180 0.712
H14 0.353 0.375 0.367
H15 0.009 2.101 -0.730
H16 4.672 2.511 -0.830
H17 -1.658 2.215 -0.431
H18 2.690 -2.017 1.092
H19 3.191 3.995 -0.935
H20 -2.457 -1.891 -1.270
H21 0.576 -3.279 -3.299
H22 2.445 5.630 0.870
H23 -4.641 -2.391 2.313
H24 -3.873 -1.778 3.720
H25 3.395 4.696 2.013
H26 -0.903 3.035 -2.858
H27 2.798 -1.786 -0.554
H28 -3.787 -4.507 2.715
H29 -1.498 -4.200 -1.375
H30 -2.538 -3.741 5.455

2.
Formula: C17H31BrN2NiO3Si
Source: the Open Molecules 2025 dataset
Level of theory: wB97M-V/def2-TZVPD

Values from the calculation:
- 2S+1: 3
- ΔE to the lowest compared entry with this formula, charge and spin: 48.94 kcal/mol
- F_max: 0.02859 Eh/bohr
- Energy: -146213.51222 eV

Element x y z (Å)
Br1 2.916 0.427 1.302
Ni1 0.981 1.234 0.648
Si1 0.034 -0.796 0.227
O1 1.863 5.878 -2.070
O2 1.504 1.067 4.169
O3 0.265 1.793 2.533
N1 0.590 1.699 3.713
N2 0.055 2.861 -0.051
C1 -2.647 -1.304 -0.843
C2 1.834 -0.604 -2.075
C3 -0.138 4.917 -1.146
C4 -2.432 0.827 0.391
C5 1.243 4.918 -1.360
C6 -1.357 -1.382 2.724
C7 2.293 -2.523 -0.586
C8 1.363 2.891 -0.151
C9 -0.680 -3.366 1.401
C10 -0.711 3.846 -0.488
C11 -1.460 0.588 -1.889
C12 1.007 -2.104 2.702
C13 -0.251 -1.966 1.841
C14 0.339 -2.596 -2.077
C15 2.032 3.896 -0.822
C16 -1.710 -0.133 -0.561
C17 1.177 -1.672 -1.193
H1 2.410 0.099 -1.475
H2 -2.966 -1.788 0.075
H3 -1.385 -1.914 3.674
H4 2.960 -1.932 0.033
H5 3.101 3.917 -0.958
H6 -0.377 -2.045 -2.680
H7 -0.756 5.730 -1.502
H8 1.103 -0.043 -2.650
H9 -3.540 -0.933 -1.350
H10 -0.191 -3.339 -1.488
H11 0.132 -3.894 0.912
H12 -2.187 -2.046 -1.487
H13 -1.748 1.526 0.863
H14 1.238 -1.178 3.222
H15 2.887 -2.953 -1.391
H16 -0.965 -3.942 2.282
H17 -2.333 -1.489 2.258
H18 -3.184 1.398 -0.156
H19 -1.185 -0.331 2.936
H20 1.002 -3.127 -2.761
H21 -1.775 3.783 -0.312
H22 1.878 -2.383 2.118
H23 1.892 -3.344 0.000
H24 -1.535 -3.339 0.732
H25 2.521 -1.076 -2.775
H26 1.223 6.523 -2.400
H27 -0.755 1.409 -1.780
H28 -2.943 0.282 1.178
H29 0.844 -2.876 3.455
H30 -1.078 -0.093 -2.644
H31 -2.396 1.000 -2.270

3.
Formula: C17H31CeCl3O2P2
Source: the Open Molecules 2025 dataset
Level of theory: wB97M-V/def2-TZVPD

Values from the calculation:
- Charge: +2
- F_max: 0.05497 Eh/bohr
- Energy: -91279.69102 eV

Element x y z (Å)
Ce1 -1.551 0.546 -3.224
Cl1 -0.803 2.393 1.684
Cl2 -3.526 1.308 2.049
Cl3 -1.252 -0.429 2.276
P1 0.742 -1.831 -1.629
P2 1.098 2.539 -1.914
O1 -0.822 1.031 -0.838
O2 -2.906 0.266 -0.787
C1 -1.901 1.006 1.370
C2 -2.786 0.785 -6.150
C3 -0.540 -3.024 -2.103
C4 -0.091 -1.431 -5.602
C5 2.397 -2.606 -1.627
C6 -1.420 -1.244 -5.391
C7 0.194 -1.628 0.102
C8 0.262 1.027 -6.365
C9 -0.324 3.451 -2.701
C10 0.817 -0.381 -6.257
C11 2.360 3.813 -2.404
C12 -2.017 1.574 -5.154
C13 -1.929 0.766 -0.201
C14 -0.531 1.576 -5.152
C15 1.724 0.986 -2.808
C16 1.021 -0.429 -2.960
C17 -2.225 -0.608 -6.504
H1 1.965 4.458 -3.209
H2 -2.872 1.337 -7.084
H3 2.536 -3.174 -2.551
H4 1.808 -0.333 -5.759
H5 -0.261 1.136 -7.315
H6 -2.572 2.466 -4.885
H7 -0.553 -3.858 -1.370
H8 -0.373 -3.440 -3.102
H9 3.152 -1.818 -1.579
H10 -1.093 3.569 -1.932
H11 -1.674 -0.541 -7.467
H12 0.460 -2.291 -5.183
H13 -0.899 -1.798 0.166
H14 0.418 -0.595 0.383
H15 0.010 2.507 -4.860
H16 2.511 4.427 -1.494
H17 -1.993 -1.747 -4.565
H18 1.104 1.713 -6.508
H19 2.122 1.229 -3.810
H20 -0.865 3.052 -3.563
H21 0.499 -0.396 -3.927
H22 0.005 4.420 -3.101
H23 1.817 -1.109 -3.422
H24 -1.566 -2.596 -2.058
H25 2.563 -3.255 -0.761
H26 3.325 3.366 -2.695
H27 -3.071 -1.267 -6.722
H28 1.025 -0.696 -7.276
H29 2.528 0.692 -2.141
H30 -3.804 0.675 -5.769
H31 0.637 -2.325 0.822

4.
Formula: C17H31Cl12F5INO2S
Source: the Open Molecules 2025 dataset
Level of theory: wB97M-V/def2-TZVPD

Values from the calculation:
- SMILES string: C[C@H](I)CN(C(F)(F)C(F)F)S(=O)(=O)F.ClCCCl.ClCCCl.ClCCCl.ClCCCl.ClCCCl.ClCCCl
- F_max: 0.04397 Eh/bohr
- Energy: -206510.07278 eV

Element x y z (Å)
I1 4.212 3.277 -3.704
Cl1 0.036 -5.801 1.175
Cl2 -1.517 -5.466 -1.843
Cl3 5.533 0.099 1.270
Cl4 -1.508 4.379 0.422
Cl5 -2.769 -5.937 5.845
Cl6 -0.459 4.895 -8.339
Cl7 -1.534 5.720 3.564
Cl8 -1.685 1.202 3.984
Cl9 -4.034 1.115 1.558
Cl10 -3.681 -4.499 2.892
Cl11 1.161 2.648 -6.356
Cl12 7.293 -2.271 2.973
S1 1.222 0.396 -0.237
F1 -1.228 0.988 -1.142
F2 -1.357 3.078 -3.481
F3 0.567 -0.970 -0.661
F4 -0.434 0.853 -3.121
F5 0.146 3.892 -2.169
O1 0.543 0.811 0.917
O2 2.592 0.163 -0.030
N1 0.993 1.539 -1.429
C1 -0.593 2.971 -6.401
C2 4.962 -1.515 1.758
C3 -0.345 1.538 -1.973
C4 -3.225 -0.282 2.315
C5 -1.042 3.564 1.945
C6 -0.837 3.008 -2.236
C7 -1.072 3.315 -7.789
C8 -0.324 -4.280 0.312
C9 -2.937 -0.048 3.776
C10 2.055 1.502 -2.475
C11 -1.619 -4.351 -0.457
C12 -3.209 -6.777 4.337
C13 5.543 -1.949 3.080
C14 -2.766 -6.016 3.114
C15 3.370 2.171 -2.036
C16 3.243 3.133 -0.840
C17 -1.872 4.022 3.116
H1 -4.285 -6.935 4.342
H2 -0.806 3.770 -5.696
H3 -1.661 3.207 -1.544
H4 5.385 -1.198 3.850
H5 -1.189 2.502 1.789
H6 2.247 3.563 -0.773
H7 5.070 -2.876 3.401
H8 3.425 2.551 0.063
H9 -2.560 -0.962 4.233
H10 5.211 -2.214 0.964
H11 -2.719 -7.749 4.359
H12 -2.936 -6.619 2.223
H13 -1.712 -5.766 3.158
H14 4.127 1.442 -1.783
H15 -0.388 -3.496 1.066
H16 0.019 3.743 2.105
H17 -0.764 2.565 -8.513
H18 -2.312 -0.484 1.758
H19 -3.825 0.263 4.319
H20 -2.441 -4.675 0.177
H21 -3.892 -1.136 2.202
H22 0.517 -4.059 -0.341
H23 1.684 2.064 -3.327
H24 -2.935 3.936 2.902
H25 -1.861 -3.367 -0.857
H26 -1.091 2.067 -6.054
H27 -2.159 3.376 -7.796
H28 -1.651 3.416 3.991
H29 3.877 -1.455 1.835
H30 2.224 0.477 -2.793
H31 3.971 3.931 -0.889